# C23H25AsF2O2PtS

C23H25AsF2O2PtS as an isolated structure (the ωB97M-V functional and the def2-TZVPD basis, OMol25).

## Properties
Relative energy (zero: lowest compared OMol25 entry of this formula, charge and spin), kJ/mol: 0.00
HOMO-LUMO gap, Eh: 0.27749

Geometry as ORCA input:
```
! wB97M-V def2-TZVPD RIJCOSX def2/J DEFGRID3
* xyz 0 1
Pt 1.05 -0.76 -1.54
C 0.45 -3.92 -1.61
O 0.31 -2.75 -0.80
C 0.58 -3.02 0.59
C 2.05 -3.03 0.91
O 2.50 -1.70 1.00
C 3.91 -1.58 0.93
H -0.05 -4.76 -1.13
H 1.49 -4.15 -1.80
H -0.05 -3.71 -2.56
H 0.13 -3.99 0.83
H 0.07 -2.25 1.17
H 2.60 -3.58 0.13
H 2.21 -3.56 1.86
H 4.39 -2.12 1.76
H 4.14 -0.52 1.00
H 4.28 -1.97 -0.02
S 1.93 1.20 -2.24
C 1.36 2.50 -1.20
C 1.85 3.79 -1.46
C 1.51 4.85 -0.65
C 0.65 4.68 0.44
C 0.13 3.42 0.68
C 0.48 2.35 -0.14
As -0.28 0.60 0.00
C -0.84 0.45 1.85
C -2.18 0.47 2.22
C -2.52 0.36 3.56
C -1.53 0.24 4.53
C -0.19 0.21 4.15
C 0.15 0.32 2.82
C -1.98 0.76 -0.94
C -2.69 -0.40 -1.19
C -3.90 -0.36 -1.88
C -4.38 0.86 -2.34
C -3.66 2.02 -2.11
C -2.47 1.98 -1.41
H 2.52 3.94 -2.30
H 1.91 5.83 -0.86
H 0.39 5.51 1.07
H -0.55 3.26 1.51
H -2.95 0.58 1.47
H -3.56 0.38 3.85
H -1.80 0.16 5.57
H 0.58 0.12 4.90
H 1.19 0.28 2.52
H -2.30 -1.36 -0.85
H -4.45 -1.27 -2.06
H -5.32 0.90 -2.89
H -4.04 2.97 -2.48
H -1.91 2.89 -1.24
F 3.00 -2.44 -2.74
C 1.95 -1.61 -3.15
F 2.52 -0.78 -4.08
H 1.27 -2.26 -3.70
*
```

Mulliken population analysis, charges in e, atoms 1 to 4:
1 Pt 1.311
2 C -0.980
3 O -0.215
4 C -0.636